Formula: C2H3NO3
Source: the Open Molecules 2025 dataset
Level of theory: ωB97M-V/def2-TZVPD

Positions of all 9 atoms, in Å:
O 0.0678 1.5688 0.7306
C -0.5062 1.3500 -0.3216
N -1.0017 0.1065 -0.6626
C 0.2272 -0.9435 -0.2065
O 1.2715 -0.9550 -0.7151
O -0.1177 -1.1684 1.0467
H -0.0788 1.8563 -1.2179
H -1.6017 0.1177 -1.4735
H 0.0846 -0.2874 1.4658

Cartesian forces, eV/Å:
O -0.81 0.04 0.41
C 3.03 -1.24 -0.96
N 0.64 -0.77 0.43
C -2.72 3.47 1.12
O 0.30 -1.02 -1.40
O 0.79 -0.82 0.74
H -1.47 1.20 0.13
H 0.69 -0.55 -0.50
H -0.47 -0.31 0.04

Properties
Multiplicity: 1
HOMO level: -10.23 eV
SMILES: O=CNC(=O)O